# 1
A cluster of 2 separate species, C2H6N10 in total in a non-equilibrium geometry. Source: OMol25; level of theory: ωB97M-V/def2-TZVPD.

Atoms and positions in Å:
C -2.34 0.21 -0.26
C 0.53 -1.44 0.42
N -4.33 -0.84 -0.15
N -3.10 -0.82 -0.83
N -3.03 0.71 0.77
N -4.16 0.06 0.78
N 1.51 2.49 0.62
N 0.89 1.64 -0.11
N -0.05 -1.64 1.47
N -0.39 1.41 -0.03
N -1.05 0.44 -0.65
N 1.35 -1.27 -0.45
H 2.54 2.61 0.32
H -3.02 -1.09 -1.79
H -0.91 -1.18 1.57
H -1.00 1.93 0.55
H 1.42 -1.81 -1.30
H 1.42 0.84 -0.47

**E**: -17065.68310 eV
**LUMO level (alpha / beta)**: -0.088 / -0.808 eV
**Kohn-Sham gap (alpha / beta)**: 7.97 / 7.24 eV
**HOMO energy (alpha / beta)**: -0.296 / -0.296 Ha

Here are the Mulliken charges for atoms 1 to 5, given in e:
1. C 0.4461
2. C 0.6817
3. N -0.3327
4. N 0.0635
5. N -0.2016

=====

# 2
The molecule C4H5NO in a non-equilibrium geometry. Source: OMol25; level of theory: ωB97M-V/def2-TZVPD.

Atoms and positions in Å:
C 2.10 0.07 -0.04
C 0.75 0.03 0.02
C -0.23 1.23 0.08
N -1.40 0.71 -0.08
O -1.41 -0.62 0.01
C 0.00 -1.13 0.04
H 2.44 1.13 -0.12
H 2.68 -0.80 -0.07
H 0.09 2.26 0.07
H 0.22 -1.81 0.92
H -0.13 -1.95 -0.87

**E**: -7762.87850 eV
**LUMO level**: 0.651 eV
**Kohn-Sham gap**: 9.39 eV
**Structure (SMILES)**: C=C1C=NOC1
**HOMO energy**: -0.321 Ha

Here are the Mulliken charges for atoms 1 to 5, given in e:
1. C -0.9281
2. C 0.7485
3. C -0.2882
4. N -0.3033
5. O -0.1701

=====

# 3
The molecule C3H6N2O. Source: OMol25; level of theory: ωB97M-V/def2-TZVPD.

Atoms and positions in Å:
C 1.73 -0.11 0.17
N 0.57 0.52 0.35
C -0.60 0.07 -0.17
N -0.49 -1.21 -0.71
C -1.81 0.72 0.26
O -1.82 1.82 0.80
H 2.52 0.05 0.88
H 1.97 -0.51 -0.81
H 0.34 -1.58 -0.19
H 0.47 1.29 1.01
H -0.14 -1.19 -1.67
H -2.74 0.14 0.09

**E**: -8233.64670 eV
**LUMO level (alpha / beta)**: -0.160 / -0.134 eV
**Kohn-Sham gap (alpha / beta)**: 7.56 / 7.56 eV
**HOMO energy (alpha / beta)**: -0.284 / -0.283 Ha

Here are the Mulliken charges for atoms 1 to 5, given in e:
1. C -0.7563
2. N 0.0123
3. C 0.2444
4. N -0.7016
5. C 0.0020

=====

# 4
The molecule C8H16OSi in a non-equilibrium geometry. Source: OMol25; level of theory: ωB97M-V/def2-TZVPD.

Atoms and positions in Å:
C -1.88 -1.91 -0.08
C -1.28 -1.31 -1.15
C -0.03 -0.34 -1.10
C -0.26 0.92 -1.91
C -1.60 1.76 -1.67
O 0.43 1.33 -2.80
Si 0.89 -0.05 0.72
C 0.52 0.63 2.64
C 1.84 1.49 0.45
C 1.23 -1.95 0.88
H -1.74 -1.85 1.00
H -2.65 -2.67 -0.48
H -1.54 -1.77 -2.14
H 0.78 -0.91 -1.89
H -1.77 2.39 -2.49
H -1.51 2.30 -0.81
H -2.49 1.07 -1.49
H 0.17 -0.23 3.19
H 1.41 1.07 3.14
H -0.28 1.36 2.59
H 2.79 1.72 0.99
H 2.25 1.46 -0.56
H 1.30 2.37 0.55
H 0.24 -2.24 1.24
H 1.05 -2.24 -0.22
H 2.11 -2.39 1.41

**E**: -18477.51513 eV
**LUMO level**: 0.676 eV
**Kohn-Sham gap**: 9.85 eV
**Structure (SMILES)**: C=C[C@@H](C(C)=O)[Si](C)(C)C
**HOMO energy**: -0.337 Ha

Here are the Mulliken charges for atoms 1 to 5, given in e:
1. C -0.7066
2. C -0.3662
3. C 0.4336
4. C -0.0117
5. C -1.1350

=====

# 5
The molecule C3H4N2O2 in a non-equilibrium geometry. Source: OMol25; level of theory: ωB97M-V/def2-TZVPD.

Atoms and positions in Å:
C 0.65 -0.09 1.53
N 0.16 0.12 0.18
N -0.96 0.88 -0.15
C -1.49 0.40 -1.29
O -1.13 -0.61 -1.91
C 0.97 -0.41 -0.65
O 1.63 -0.94 -1.43
H 1.19 0.75 1.96
H -0.20 -0.38 2.18
H 1.49 -0.78 1.22
H -2.30 1.05 -1.66

**E**: -10247.68872 eV
**LUMO level**: 0.040 eV
**Kohn-Sham gap**: 8.86 eV
**HOMO energy**: -0.324 Ha

Here are the Mulliken charges for atoms 1 to 5, given in e:
1. C -0.7110
2. N 0.5308
3. N -0.9037
4. C 0.1332
5. O -0.6414

=====

# 6
A structure of composition C7H3ClN2O3S in a non-equilibrium geometry. Source: OMol25; level of theory: ωB97M-V/def2-TZVPD.

Atoms and positions in Å:
C 2.26 -0.33 -0.10
C 1.45 -1.45 -0.03
C 1.72 0.95 -0.09
C -0.47 0.02 0.00
C 0.35 1.13 0.00
C -2.33 -0.22 0.25
C 0.05 -1.29 0.02
N -0.79 -2.33 0.12
N -0.16 2.48 0.10
O 0.63 3.38 -0.06
O -1.34 2.62 0.35
O -3.26 -2.82 0.32
S -2.28 -1.93 -0.24
Cl -3.40 0.87 -0.37
H 3.33 -0.45 -0.14
H 1.86 -2.44 0.00
H 2.36 1.82 -0.13

**E**: -39780.32757 eV
**LUMO level (alpha / beta)**: -2.273 / -2.516 eV
**Kohn-Sham gap (alpha / beta)**: 6.83 / 6.64 eV
**HOMO energy (alpha / beta)**: -0.335 / -0.337 Ha

Here are the Mulliken charges for atoms 1 to 5, given in e:
1. C -0.5743
2. C -0.3984
3. C -0.3343
4. C 0.7664
5. C -0.0570

=====

# 7
The molecule C7H14S in a non-equilibrium geometry. Source: OMol25; level of theory: ωB97M-V/def2-TZVPD.

Atoms and positions in Å:
C -2.74 0.28 -0.43
C -1.32 -0.05 -0.80
C -0.23 0.21 0.22
C 1.10 -0.44 -0.24
C 1.83 0.31 -1.35
C 2.01 -0.69 1.00
C -0.59 0.24 1.65
S -0.10 1.87 0.99
H -3.09 -0.19 0.45
H -3.38 -0.03 -1.26
H -2.89 1.33 -0.22
H -1.25 -1.10 -1.10
H -1.12 0.49 -1.79
H 0.72 -1.38 -0.63
H 1.86 1.35 -1.03
H 1.18 0.21 -2.23
H 2.86 -0.12 -1.57
H 1.99 0.20 1.64
H 3.04 -0.97 0.72
H 1.70 -1.51 1.63
H 0.07 -0.21 2.42
H -1.65 0.21 1.91

**E**: -18320.73007 eV
**LUMO level**: 0.885 eV
**Kohn-Sham gap**: 9.57 eV
**Structure (SMILES)**: CC[C@]1(C(C)C)CS1
**HOMO energy**: -0.319 Ha

Here are the Mulliken charges for atoms 1 to 5, given in e:
1. C -1.6046
2. C -0.3614
3. C 1.2101
4. C 0.5305
5. C -1.2243

=====

# 8
The molecule C19H25N7O3S3 in a non-equilibrium geometry. Source: OMol25; level of theory: ωB97M-V/def2-TZVPD.

Atoms and positions in Å:
C -2.17 6.11 -3.36
C -1.39 4.85 -2.98
N -0.02 5.15 -2.62
C 0.26 5.97 -1.46
C -0.32 5.44 -0.15
S 1.13 4.04 -3.05
O 2.41 4.66 -2.90
O 0.76 3.50 -4.32
C 1.01 2.72 -1.83
C 0.00 1.78 -1.96
C -0.12 0.78 -1.00
C 0.77 0.75 0.08
C 0.67 -0.32 1.07
N 1.64 -1.13 1.38
N 1.18 -2.03 2.25
C -0.08 -1.75 2.48
S -1.15 -2.62 3.53
C -0.35 -4.26 3.51
C -1.28 -5.24 2.83
O -1.87 -6.10 3.42
N -1.50 -5.04 1.49
C -0.84 -4.17 0.64
N -1.40 -3.18 0.03
N -0.58 -2.52 -0.78
C 0.62 -2.98 -0.82
C 1.73 -2.38 -1.59
S 0.86 -4.38 0.20
N -0.47 -0.67 1.75
C -1.76 -0.04 1.78
C -1.96 0.76 3.06
C 1.79 1.68 0.17
C 1.91 2.67 -0.79
H -1.63 6.66 -4.11
H -3.14 5.83 -3.76
H -2.33 6.75 -2.50
H -1.32 4.19 -3.84
H -1.91 4.32 -2.16
H 1.35 6.01 -1.41
H -0.12 6.98 -1.65
H -1.41 5.47 -0.16
H 0.00 4.42 0.03
H 0.03 6.07 0.67
H -0.65 1.82 -2.81
H -0.86 0.01 -1.11
H 0.61 -4.13 3.00
H -0.19 -4.57 4.54
H -2.27 -5.56 1.10
H 2.26 -3.15 -2.15
H 1.33 -1.63 -2.27
H 2.42 -1.91 -0.90
H -2.52 -0.83 1.70
H -1.84 0.61 0.91
H -2.94 1.22 3.06
H -1.20 1.53 3.14
H -1.89 0.10 3.93
H 2.49 1.62 0.99
H 2.70 3.41 -0.75

**E**: -69187.35391 eV
**LUMO level**: 0.174 eV
**Kohn-Sham gap**: 8.92 eV
**Structure (SMILES)**: CCN(CC)S(=O)(=O)c1ccc(-c2nnc(SCC(=O)Nc3nnc(C)s3)n2CC)cc1
**HOMO energy**: -0.322 Ha

Here are the Mulliken charges for atoms 1 to 5, given in e:
1. C -1.4861
2. C -0.2024
3. N 0.1627
4. C -0.7340
5. C -0.7271

=====

# 9
A cluster of 4 separate species, C25H50FN2O5 in total. Source: OMol25; level of theory: ωB97M-V/def2-TZVPD.

Atoms and positions in Å:
C -2.39 -3.74 1.91
C -1.45 -2.97 2.83
C -0.85 -1.72 2.22
O -0.43 -1.90 0.84
C -1.29 -1.54 -0.10
C -1.94 -0.33 -0.20
C -2.77 -0.06 -1.28
C -3.46 1.28 -1.31
C -2.85 2.29 -2.28
F -3.39 2.15 -3.55
C -2.95 -1.03 -2.28
C -3.88 -0.90 -3.47
C -5.02 -1.94 -3.45
C -5.53 -2.24 -2.04
C -6.95 -2.80 -2.06
N -7.93 -1.72 -2.30
C -8.15 -0.88 -1.19
C -9.14 0.22 -1.44
O -7.54 -1.00 -0.15
C -2.25 -2.19 -2.15
N -1.46 -2.43 -1.09
H -1.84 -4.25 1.12
H -2.98 -4.46 2.46
H -3.09 -3.05 1.43
H -2.03 -2.63 3.69
H -0.67 -3.62 3.24
H 0.06 -1.45 2.76
H -1.53 -0.88 2.33
H -1.79 0.41 0.57
H -4.52 1.13 -1.54
H -3.43 1.72 -0.32
H -1.77 2.14 -2.36
H -3.06 3.30 -1.94
H -3.27 -1.01 -4.37
H -4.33 0.09 -3.45
H -5.85 -1.52 -4.02
H -4.68 -2.86 -3.91
H -4.90 -3.00 -1.57
H -5.52 -1.36 -1.40
H -7.16 -3.32 -1.12
H -7.05 -3.52 -2.87
H -8.82 -2.10 -2.59
H -9.67 0.43 -0.51
H -8.60 1.11 -1.75
H -9.85 -0.05 -2.21
H -2.33 -2.98 -2.88
H -0.95 -3.30 -1.02
C 4.57 0.98 3.24
C 3.74 -0.27 3.01
C 3.08 -0.25 1.64
O 2.73 -0.40 4.03
H 3.93 1.87 3.19
H 5.03 0.96 4.23
H 5.36 1.08 2.50
H 4.37 -1.16 3.11
H 2.41 0.60 1.55
H 2.49 -1.16 1.49
H 3.82 -0.19 0.85
H 2.18 0.38 3.98
C 9.84 2.59 2.13
C 8.61 1.84 2.61
C 8.90 0.36 2.82
O 7.53 2.00 1.68
H 10.18 2.19 1.17
H 9.61 3.65 1.99
H 10.66 2.51 2.84
H 8.25 2.27 3.54
H 9.22 -0.10 1.88
H 8.01 -0.16 3.16
H 9.70 0.21 3.55
H 7.81 1.63 0.84
C 4.21 3.84 -0.82
C 3.33 2.62 -1.07
C 2.72 2.63 -2.46
O 2.30 2.54 -0.08
H 3.62 4.75 -0.91
H 4.64 3.80 0.18
H 5.02 3.89 -1.55
H 3.93 1.72 -0.94
H 2.09 3.52 -2.59
H 2.11 1.75 -2.62
H 3.50 2.66 -3.23
H 1.75 3.32 -0.16

**E**: -42665.87181 eV
**LUMO level**: -3.509 eV
**Charge**: +1
**Kohn-Sham gap**: 8.20 eV
**HOMO energy**: -0.430 Ha

Here are the Mulliken charges for atoms 1 to 5, given in e:
1. C -1.0382
2. C -0.4205
3. C -0.3734
4. O -0.4656
5. C -0.4130

=====

# 10
A structure of composition C52H47FGeN2ORuS2Sb2 in a non-equilibrium geometry. Source: OMol25; level of theory: ωB97M-V/def2-TZVPD.

Atoms and positions in Å:
Ru -1.71 -0.14 1.79
S -2.24 2.13 1.91
C -3.87 1.54 1.69
S -4.07 -0.17 1.66
C -4.91 2.45 1.46
C -4.87 3.80 1.93
N -5.01 4.91 2.29
C -6.12 2.01 0.91
N -7.07 1.65 0.33
C 2.88 1.71 -1.23
C 2.57 2.20 0.22
C 1.17 1.81 0.64
Sb 0.95 -0.49 1.40
C 0.96 -2.68 2.14
C 0.73 -3.73 1.28
C 0.34 -4.96 1.80
C 0.54 -5.28 3.18
C 1.12 -4.28 3.97
C 1.27 -2.98 3.53
C 2.26 0.05 3.17
C 3.42 -0.74 3.19
C 4.62 -0.25 3.77
C 4.61 0.99 4.45
C 3.40 1.69 4.58
C 2.19 1.27 3.88
Sb 3.45 -0.36 -1.54
C 3.14 -0.24 -3.69
C 2.72 -1.47 -4.25
C 2.01 -1.44 -5.48
C 1.79 -0.25 -6.13
C 2.34 0.96 -5.63
C 2.91 0.96 -4.39
C 5.58 0.16 -1.82
C 6.16 0.09 -3.10
C 7.19 0.98 -3.35
C 7.71 1.87 -2.37
C 7.33 1.68 -1.03
C 6.33 0.76 -0.78
H 3.68 2.34 -1.66
H 1.92 1.82 -1.75
H 2.69 3.31 0.24
H 3.39 1.84 0.92
H 0.45 1.88 -0.19
H 0.68 2.25 1.50
H 0.78 -3.54 0.21
H -0.21 -5.62 1.12
H 0.27 -6.28 3.57
H 1.41 -4.46 4.98
H 1.54 -2.20 4.24
H 3.44 -1.72 2.73
H 5.58 -0.62 3.43
H 5.40 1.50 4.88
H 3.32 2.64 5.17
H 1.29 1.84 3.92
H 2.92 -2.40 -3.73
H 1.80 -2.42 -6.00
H 1.22 -0.35 -7.10
H 2.45 1.84 -6.31
H 3.29 1.87 -3.97
H 5.60 -0.32 -4.03
H 7.50 1.04 -4.45
H 8.38 2.69 -2.62
H 7.90 2.22 -0.25
H 6.10 0.58 0.25
F -2.57 -2.37 7.41
C -2.37 -1.83 6.20
C -2.61 -2.53 5.06
C -2.10 -2.07 3.77
C -1.69 -0.74 3.69
C -1.41 -0.04 4.91
C -1.82 -0.55 6.10
H -3.11 -3.53 5.09
H -2.16 -2.77 2.92
H -0.98 0.99 4.88
H -1.69 0.10 7.00
Ge -1.88 -1.42 -0.17
C -2.79 -3.19 -0.45
C -3.51 -3.80 0.60
C -4.26 -4.92 0.36
C -4.16 -5.61 -0.85
C -3.38 -5.10 -1.86
C -2.70 -3.87 -1.66
C -2.59 -0.29 -1.76
C -3.42 -0.85 -2.73
C -3.78 -0.14 -3.86
C -3.38 1.18 -4.07
C -2.74 1.84 -2.99
C -2.40 1.08 -1.81
H -0.49 -1.68 -0.86
H -3.57 -3.31 1.56
H -4.96 -5.34 1.16
H -4.58 -6.58 -0.96
H -3.25 -5.75 -2.74
H -2.12 -3.38 -2.45
H -3.75 -1.86 -2.49
H -4.40 -0.61 -4.66
H -3.30 1.60 -5.07
H -2.44 2.87 -2.97
H -2.00 1.62 -0.98
C -3.36 6.33 -0.91
C -3.03 5.55 -2.20
C -4.20 5.10 -3.12
O -1.88 5.47 -2.59
H -4.39 6.69 -1.08
H -2.65 7.22 -0.92
H -3.27 5.73 0.03
H -4.58 4.06 -2.83
H -3.79 4.87 -4.10
H -5.04 5.84 -3.09

**E**: -156255.59809 eV
**Spin multiplicity**: 6
**LUMO level (alpha / beta)**: -5.011 / -6.876 eV
**Charge**: +1
**Kohn-Sham gap (alpha / beta)**: 4.98 / 3.57 eV
**HOMO energy (alpha / beta)**: -0.367 / -0.384 Ha

Here are the Mulliken charges for atoms 1 to 5, given in e:
1. Ru -0.0698
2. S -0.5283
3. C 1.1492
4. S -0.3452
5. C 0.7482

=====

# 11
A cluster of 2 separate species, C4H10OSi in total in a non-equilibrium geometry. Source: OMol25; level of theory: ωB97M-V/def2-TZVPD.

Atoms and positions in Å:
O -0.14 -1.62 1.09
Si 0.63 -1.29 2.34
H 0.13 -0.73 3.47
H 2.02 -1.48 2.75
C 1.55 1.02 -0.22
C 0.04 1.01 -0.17
C -0.66 0.06 -0.81
C -2.16 -0.03 -0.83
H 1.95 1.90 0.32
H 1.95 1.25 -1.15
H 2.07 0.11 0.26
H -0.45 1.93 0.24
H -0.15 -0.79 -1.29
H -2.43 -0.83 -0.35
H -2.59 0.79 -0.28
H -2.53 -0.07 -1.80

**E**: -14232.71989 eV
**LUMO level**: -0.328 eV
**Kohn-Sham gap**: 8.26 eV
**Structure (SMILES)**: O=[SiH2].C/C=C/C
**HOMO energy**: -0.316 Ha

Here are the Mulliken charges for atoms 1 to 5, given in e:
1. O -0.2676
2. Si 0.4360
3. H -0.1058
4. H -0.0736
5. C -0.9783

=====

# 12
The ion C5H10NO3 with charge -1 in a non-equilibrium geometry. Source: OMol25; level of theory: ωB97M-V/def2-TZVPD.

Atoms and positions in Å:
O -0.53 0.97 1.94
C -0.60 0.37 0.81
C -1.85 -0.55 0.61
O -2.39 -0.71 1.85
C -0.21 0.97 -0.58
C 0.80 0.10 -1.28
C 1.61 -0.57 -0.30
N 0.70 -0.91 0.85
O 1.24 -0.71 2.16
H -1.44 -1.53 0.08
H -2.60 -0.09 -0.03
H -1.80 -0.12 2.40
H 0.23 1.94 -0.24
H -1.21 1.16 -1.04
H 0.24 -0.49 -1.99
H 1.51 0.73 -1.86
H 1.96 -1.56 -0.56
H 2.55 -0.10 0.08
H 0.83 0.04 2.60

**E**: -12977.52961 eV
**LUMO level**: 4.115 eV
**Charge**: -1
**Kohn-Sham gap**: 7.40 eV
**Structure (SMILES)**: [O-][C@@]1(CO)CCCN1O
**HOMO energy**: -0.121 Ha

Here are the Mulliken charges for atoms 1 to 5, given in e:
1. O -1.0599
2. C 1.1539
3. C -0.6149
4. O -0.5898
5. C -1.0564

=====

Which formula does entry 9 have? C25H50FN2O5